Here is a molecular structure, C24H58F2N7O9S2V from OMol25. Energies are from the ωB97M-V functional and the def2-TZVPD basis.

Results
HOMO-LUMO gap (spin up / spin down) = 7.431 / 4.307 eV
E_LUMO (spin up / spin down) = -5.7 / -8.8 eV
Net charge = +2
Multiplicity = 3
⟨S²⟩ = 2.04
HOMO energy (spin up / spin down) = -13.1 / -13.1 eV

Cartesian coordinates (Å):
O 26.94363 23.21736 -25.51173
V 27.16149 24.65564 -26.17428
N 25.52023 25.69698 -25.53047
S 23.88495 25.16683 -25.62245
O 23.34396 25.19036 -26.98817
O 22.99615 25.18094 -24.44515
F 24.33809 23.60722 -25.59915
S 25.03057 27.03141 -24.91918
O 24.87497 27.11153 -23.45856
O 24.17110 27.92213 -25.74930
F 26.49204 27.72778 -25.01834
C 28.94084 21.89097 -22.77632
C 27.72809 21.21907 -22.16566
N 26.59961 22.11606 -22.43195
C 26.63412 23.25341 -21.51222
C 25.59383 24.33674 -21.89250
C 25.34260 21.34751 -22.30557
C 24.82439 20.70513 -23.55448
H 29.75130 21.16308 -22.73835
H 29.34513 22.79373 -22.31842
H 28.82239 22.05610 -23.84720
H 27.57240 20.28874 -22.71188
H 27.96895 21.04065 -21.11769
H 27.62907 23.69164 -21.59057
H 26.54782 22.98723 -20.45875
H 25.75510 25.10662 -21.13793
H 24.55911 24.02703 -21.74575
H 25.83169 24.74257 -22.87577
H 25.49566 20.59908 -21.52805
H 24.51962 21.97508 -21.96359
H 25.57905 20.03944 -23.97333
H 23.95997 20.06201 -23.38937
H 24.55690 21.36084 -24.38310
C 26.84556 19.02583 -26.76419
C 27.87005 20.22277 -26.70423
N 29.28255 19.94880 -26.89947
C 29.54432 19.35218 -28.26994
C 29.06795 20.31539 -29.36170
C 29.89473 19.09169 -25.91920
C 31.33924 19.56390 -25.79047
H 25.87288 19.40539 -26.45124
H 27.11214 18.18474 -26.12418
H 26.61013 18.64187 -27.75678
H 27.59987 21.03087 -27.38399
H 27.75720 20.79048 -25.78061
H 30.60478 19.12876 -28.38655
H 29.04384 18.40008 -28.44638
H 27.98547 20.37193 -29.47636
H 29.52341 21.29266 -29.20168
H 29.47385 19.93336 -30.29839
H 29.93452 18.02853 -26.15627
H 29.33354 19.01907 -24.98759
H 31.83806 18.93738 -25.05105
H 31.30244 20.57467 -25.38416
H 31.91547 19.69653 -26.70615
C 26.55416 23.27629 -29.21897
O 26.43782 23.81736 -28.10643
N 25.69306 22.36329 -29.67537
C 24.51222 21.91957 -28.96302
C 25.92324 21.70758 -30.95484
H 27.38461 23.43157 -29.92498
H 24.32166 22.39092 -27.99885
H 24.60174 20.84745 -28.78795
H 23.57049 21.91635 -29.51187
H 25.07932 21.79746 -31.63882
H 26.80183 22.14411 -31.42985
H 26.19083 20.65467 -30.86612
C 30.04511 23.31185 -27.02780
O 29.05279 24.04667 -26.98792
N 31.12493 23.54835 -27.77386
C 32.28468 22.68710 -27.75599
C 31.28599 24.73813 -28.58160
H 30.11917 22.38842 -26.43282
H 33.04224 23.09692 -27.08798
H 32.75275 22.57352 -28.73379
H 32.00163 21.71738 -27.34657
H 32.27561 25.13536 -28.35589
H 31.24554 24.43931 -29.62906
H 30.52363 25.50069 -28.42219
C 29.50570 25.88399 -24.29051
O 28.48729 25.19764 -24.51588
N 29.59209 26.67601 -23.22796
C 30.80196 27.46591 -22.94600
C 28.54645 26.85027 -22.24360
H 30.43743 25.91069 -24.87648
H 31.43589 27.55106 -23.82860
H 31.33603 26.86391 -22.21084
H 30.60577 28.43065 -22.47817
H 28.86155 26.66965 -21.21589
H 28.08106 27.83202 -22.33129
H 27.76352 26.10414 -22.37925
C 27.59589 27.65402 -27.71798
O 27.72585 26.53832 -27.17013
N 26.59695 28.05866 -28.51977
C 26.84811 29.31848 -29.22591
C 25.46136 27.24966 -28.84334
H 28.32189 28.47725 -27.63193
H 26.79330 28.98694 -30.26282
H 27.85531 29.69157 -29.04032
H 26.15354 30.12373 -28.98665
H 25.61264 26.74829 -29.79929
H 25.23338 26.47260 -28.11375
H 24.54263 27.82304 -28.96692

***

Here is C2H4NO3P in the gas phase from OMol25. Energies are from the ωB97M-V functional and the def2-TZVPD basis.

Results
HOMO-LUMO gap = 10.075 eV
E_LUMO = -0.4 eV
Net charge = 0
Energy relative to the best compared isomer or geometry (same formula, charge and spin) = 42.3 kcal per mole
HOMO energy = -10.5 eV

Cartesian coordinates (Å):
C -1.41309 1.33207 0.35309
C 0.07240 0.84353 0.32060
N 0.22662 -0.55031 0.07527
O -2.18367 2.16457 0.43830
O -1.08272 -2.79984 0.27165
O -2.28170 -0.52835 0.40835
P -1.21673 -1.41560 -0.19260
H 0.72656 1.44372 -0.50597
H 0.38148 1.00068 1.36537
H 0.63471 -1.04111 0.87518
H -1.17377 -1.16510 -1.57432

***

Here is a molecular structure, C72H98N5O5RbSe from OMol25. Energies are from the ωB97M-V functional and the def2-TZVPD basis.

Results
HOMO-LUMO gap = 5.209 eV
E_LUMO = 3.3 eV
Net charge = -2
Energy relative to the best compared isomer or geometry (same formula, charge and spin) = 0.0 kcal per mole
HOMO energy = -1.9 eV

Cartesian coordinates (Å):
Rb -0.20296 0.11806 0.74789
C -1.22273 3.21153 -0.60075
O -1.55535 2.07663 0.21183
C -2.44977 2.36267 1.22718
C -2.00705 3.03725 2.37295
C -0.53372 3.30626 2.66836
C -0.05000 2.49534 3.85783
C -0.30278 2.89653 5.15605
C 0.02228 2.12388 6.27558
C 0.57571 0.87049 6.01881
C 0.85520 0.42725 4.73501
C 1.28158 -1.00342 4.45866
C 0.03611 -1.87404 4.36554
C -0.68014 -2.10987 5.52949
C -1.91629 -2.74392 5.54240
C -2.43534 -3.16382 4.32797
C -1.75677 -2.96465 3.12749
C -2.43924 -3.35383 1.82444
C -3.60446 -2.43196 1.51891
C -4.84504 -2.67776 2.09539
C -5.92323 -1.81113 1.96455
C -5.68351 -0.64069 1.23829
C -4.47270 -0.35508 0.63899
C -4.23697 1.00578 0.00749
C -3.78114 1.97597 1.08493
C -4.70057 2.41370 2.03494
C -4.32069 3.15960 3.13939
C -2.96499 3.43131 3.29612
C -5.31414 3.63644 4.19810
C -5.18577 5.15496 4.38236
C -6.76131 3.32607 3.81543
C -5.00453 2.93388 5.52679
C -3.38299 -1.27779 0.71522
O -2.27648 -1.07773 0.09302
C -7.28219 -2.04380 2.62028
C -7.33850 -3.37514 3.37003
C -7.56510 -0.91981 3.62891
C -8.39024 -2.04859 1.55771
C -0.50579 -2.34969 3.16699
O 0.20645 -2.22668 1.98205
C 1.13643 -3.28344 1.81121
C -2.66490 -2.90214 6.86509
C -1.83319 -3.76412 7.82422
C -2.88781 -1.51543 7.48642
C -4.03032 -3.56356 6.67843
C 0.66853 1.28019 3.60814
O 1.10989 0.97145 2.45233
C -0.26317 2.65120 7.67979
C 0.51042 3.95601 7.92006
C 0.14863 1.65264 8.76214
C -1.76512 2.92925 7.84112
H -1.36337 4.13802 -0.04099
H -1.86743 3.23203 -1.48568
H -0.17290 3.13713 -0.88739
H -0.40710 4.37199 2.87420
H 0.08445 3.05348 1.80783
H -0.77875 3.86379 5.30595
H 0.79942 0.20163 6.84441
H 1.91286 -1.37380 5.27133
H 1.85231 -1.02475 3.53145
H -0.26135 -1.73056 6.45446
H -3.41123 -3.62789 4.28004
H -2.80257 -4.38205 1.91102
H -1.72052 -3.30802 1.00908
H -4.96185 -3.59677 2.66091
H -6.48378 0.08936 1.13402
H -5.16694 1.36562 -0.44023
H -3.48253 0.92359 -0.77105
H -5.73402 2.12276 1.89960
H -2.62132 3.94647 4.18536
H -5.38576 5.67171 3.44095
H -4.18348 5.43426 4.70907
H -5.89933 5.50863 5.13279
H -7.03339 3.80075 2.86991
H -7.43256 3.70160 4.59235
H -6.92764 2.25140 3.72156
H -3.98153 3.13007 5.84977
H -5.11426 1.85252 5.41852
H -5.68636 3.27713 6.31143
H -6.59540 -3.41334 4.16961
H -7.16092 -4.21741 2.69749
H -8.32661 -3.50199 3.82143
H -6.76945 -0.87397 4.37575
H -8.51984 -1.08247 4.14081
H -7.60588 0.05063 3.13095
H -8.22354 -2.85589 0.84106
H -8.40704 -1.10932 1.00304
H -9.37328 -2.19028 2.02018
H 0.63696 -4.25405 1.90730
H 1.94760 -3.21956 2.53950
H 1.56107 -3.18429 0.81209
H -0.86331 -3.30713 8.02588
H -1.65540 -4.75132 7.39132
H -2.35693 -3.89156 8.77681
H -1.94445 -0.99416 7.65487
H -3.40851 -1.60462 8.44490
H -3.48892 -0.89358 6.81945
H -3.93453 -4.57384 6.27382
H -4.66357 -2.98262 6.00437
H -4.53818 -3.63233 7.64401
H 1.58448 3.77802 7.83348
H 0.30091 4.35834 8.91778
H 0.24080 4.71324 7.18219
H 1.21289 1.41638 8.69983
H -0.41486 0.72019 8.67774
H -0.04947 2.07806 9.75038
H -2.09973 3.69365 7.13721
H -1.99373 3.27789 8.85461
H -2.34070 2.02177 7.64459
C -0.25563 -0.82504 -4.27744
C -1.66415 -0.30033 -3.96432
N -2.52031 -1.07415 -3.08043
C -2.68743 -2.48260 -3.40757
C -2.16003 -3.42816 -2.31576
N -0.82323 -3.07764 -1.89446
C 0.27880 -3.42636 -2.75187
C 1.24170 -2.23323 -2.91950
N 0.59273 -0.94883 -3.09962
H 0.19842 -0.12037 -4.98707
H -0.33792 -1.78264 -4.80649
H -2.17471 -0.18119 -4.92813
H -1.57046 0.70231 -3.53682
H -2.27114 -0.98094 -2.09696
H -2.19678 -2.70021 -4.36328
H -3.75065 -2.71671 -3.54880
H -2.23754 -4.46430 -2.68507
H -2.80824 -3.33436 -1.44584
H -0.67106 -3.18964 -0.90529
H -0.12915 -3.68937 -3.73223
H 0.84121 -4.30580 -2.40364
H 1.89941 -2.41747 -3.77632
H 1.88372 -2.15808 -2.03542
H 0.03687 -0.73416 -2.28004
C 5.71639 -2.82480 -1.03057
N 5.88298 -1.46404 -0.57995
C 5.38542 -0.95244 0.58413
Se 4.66173 -1.85518 1.98715
N 5.61401 0.38296 0.53544
C 6.27010 0.73755 -0.63382
C 6.70763 1.95164 -1.12220
C 7.35287 1.93305 -2.35167
C 7.54305 0.74671 -3.06107
C 7.08766 -0.47141 -2.56797
C 6.44652 -0.44747 -1.34365
H 5.04564 -3.32682 -0.33761
H 6.67235 -3.35225 -1.04590
H 5.28337 -2.82299 -2.03181
H 5.21213 1.01130 1.21378
H 6.50322 2.88283 -0.60798
H 7.69310 2.86839 -2.77676
H 8.04056 0.77482 -4.02207
H 7.21392 -1.39056 -3.12493
C 3.13786 1.35603 -2.49911
C 3.32579 2.74826 -3.11698
C 2.01618 3.20867 -3.76810
C 3.84447 3.75733 -2.11169
C 5.03358 4.42091 -2.36530
C 5.59003 5.32962 -1.46797
C 4.89750 5.56557 -0.27910
C 3.68673 4.95740 0.01338
C 3.00952 5.24988 1.33717
C 1.59900 5.82175 1.16553
C 2.99554 4.00702 2.23728
C 3.09373 4.02302 -0.90999
O 1.97165 3.45901 -0.68224
H 2.70339 0.66155 -3.22124
H 2.44893 1.45010 -1.65919
H 4.08863 0.95120 -2.14713
H 4.08400 2.67197 -3.90729
H 1.24639 3.29680 -3.00128
H 1.68351 2.48925 -4.52395
H 2.14168 4.18416 -4.24549
H 5.55682 4.20133 -3.29511
H 6.52491 5.83475 -1.68377
H 5.30735 6.26756 0.44453
H 3.61433 6.01969 1.83300
H 0.97090 5.09631 0.65020
H 1.62639 6.74023 0.57220
H 1.15611 6.05373 2.13931
H 2.49253 3.17679 1.73931
H 2.47862 4.19948 3.18283
H 4.01916 3.69751 2.46865

***

> Which of these has the lowest net charge?

C72H98N5O5RbSe

***

> Number 2 is which compound?

C2H4NO3P

***

> The highest net charge belongs to which entry?

C24H58F2N7O9S2V

***

> Look up the net charge of the second one.

0